DFT (ωB97M-V/def2-TZVPD) results for a structure of composition C11H66CdF6N2O29S2 at a distorted geometry.

The HOMO energy is -7.19 eV. For the HOMO-LUMO gap, the calculation gives 0.2113 hartree.

Structure (ORCA input):
```
! wB97M-V def2-TZVPD RIJCOSX def2/J DEFGRID3
* xyz 0 1
Cd 5.6930 -8.0674 2.0429
S 8.4293 -9.6738 1.0660
S 6.1768 -10.7356 0.1347
F 4.9799 -12.8705 1.0463
F 9.1080 -7.4103 -0.0188
F 5.7693 -11.6371 2.6702
F 10.2598 -9.0364 -0.6705
F 8.2434 -8.7317 -1.4204
F 7.1001 -12.8886 1.4394
O 3.1787 -1.8441 -0.1800
O 4.0106 -4.1757 3.1571
O -1.3143 -6.5263 -5.8538
O -3.4636 -7.2497 -1.7803
O 0.2364 -7.3801 3.0626
O 2.7895 -1.6394 -3.2551
O 2.4172 -11.5827 -1.2377
O 9.0012 -10.9616 0.9808
O -3.0176 -5.2393 -4.0717
O 1.5499 -10.2149 2.0941
O 0.8962 -5.5679 -7.1430
O -1.6472 -4.2701 1.5065
O 5.3833 -2.2715 -4.1329
O 0.6424 -2.8166 -5.8560
O 0.9715 -10.6876 -3.4784
O 4.6256 -7.3663 0.1666
O 8.7134 -6.9828 -4.7714
O 6.2579 -2.2542 -1.5301
O 9.6412 -4.4897 -3.1609
O 4.9769 -4.1328 0.3873
O 4.8035 -10.4961 -0.1876
O 3.2554 -3.7662 -5.8085
O 4.1354 -9.4691 2.6550
O 7.0259 -11.1851 -0.9093
O 8.7977 -8.9302 2.2363
O 0.5199 -4.8206 3.8672
O 6.9130 -6.3075 1.9312
O 8.0037 -3.5618 1.0027
O 7.0062 -4.3894 -5.7336
N 4.0125 -6.6500 -0.8779
N 6.7525 -9.4699 0.9885
C 4.9359 -8.1503 -2.5850
C 6.1199 -6.0234 -2.0119
C 4.0856 -5.9742 -3.2470
C 1.8622 -7.9662 -0.8284
C 2.5880 -6.0834 -3.3598
C 2.5642 -6.6192 -0.8557
C 4.7778 -6.7111 -2.0957
C 2.0938 -5.8761 0.4079
C 1.9818 -5.7840 -1.9914
C 9.0399 -8.6773 -0.4130
C 6.0021 -12.1003 1.4408
H -2.9136 -5.7128 -3.2378
H 6.8325 -6.6183 -1.4162
H 0.9028 -5.9657 -2.0337
H 5.3659 -2.4094 -3.1613
H 1.0907 -10.3913 -4.3905
H -0.9074 -3.8361 1.0646
H 2.7776 -2.2169 -2.4723
H 0.0371 -10.5285 -3.2816
H 1.3432 -4.7708 -6.7955
H 1.5936 -6.0610 -7.5931
H 2.3270 -8.7109 -0.1784
H 6.0786 -5.0187 -1.6105
H 6.6033 -6.0758 -2.9835
H 8.3751 -7.8350 -4.4657
H 4.4874 -1.9637 -4.3451
H 7.6555 -5.9575 2.4539
H 1.8160 -8.4958 -1.7931
H 2.0601 -6.5802 1.2488
H 7.0832 -3.2650 1.0338
H 2.2514 -7.0718 -3.6934
H 0.8108 -7.7824 -0.5969
H 0.1191 -2.7541 -5.0430
H 3.8735 -2.5080 -0.0031
H 4.0048 -8.6488 -2.8552
H 2.4137 -3.2671 -5.7030
H 6.3929 -3.9564 -5.1015
H 6.8415 -5.7174 1.1550
H 0.8884 -4.3035 3.1439
H 7.6267 -4.8911 -5.1884
H 9.7712 -5.1210 -2.4433
H -3.0487 -7.8468 -1.1459
H -1.0297 -7.3903 -5.5387
H 4.9207 -5.0384 -0.0168
H 4.5849 -6.1034 -4.2183
H 3.3554 -3.6202 3.6048
H 0.2104 -2.2130 -6.4771
H 4.3080 -4.8851 -3.2002
H 3.9396 -9.9615 3.4636
H 4.5269 -4.2308 1.2514
H -3.8399 -6.5371 -1.2410
H 0.6038 -8.0232 2.4368
H 2.1217 -5.3267 -3.9913
H 6.7168 -1.6665 -0.9173
H 5.8619 -2.9509 -0.9628
H 5.3954 -8.7520 -1.7957
H 0.5753 -5.7605 3.5448
H 2.0131 -11.2285 -2.0622
H -0.5044 -6.1116 -6.2716
H 9.3912 -7.2059 -5.4254
H 5.6230 -8.2141 -3.4293
H 3.3087 -9.5006 2.1312
H -2.4075 -5.6930 -4.7151
H 0.9230 -10.2616 2.8322
H 4.8563 -3.9298 3.5605
H 8.0513 -4.1202 0.2099
H 2.8743 -5.1892 0.7171
H 2.7075 -10.8103 -0.7407
H 1.8599 -1.4773 -3.4553
H 9.3564 -5.0359 -3.9081
H -0.7235 -7.4419 2.9417
H 2.6975 -1.7567 0.6512
H 2.1057 -4.7091 -1.8099
H -1.9797 -3.6138 2.1321
H 1.1276 -5.3803 0.3349
H 3.3341 -4.4124 -5.0879
H 1.0571 -10.5463 1.3239
*
```

Atom charges from the Löwdin analysis, given in e for atoms 1 to 6: number 1, Cd, carries 1.43; number 2, S, carries 0.62; number 3, S, carries 0.58; number 4, F, carries 0.14; number 5, F, carries 0.12; number 6, F, carries 0.12